# 1
Entry from the Open Molecules 2025 dataset: a structure of composition C5H13N3O (ωB97M-V with the def2-TZVPD basis set).

Cartesian coordinates (Å):
C  1.091  0.832  -1.951
C  1.510  -0.201  1.402
C  0.507  0.220  0.336
N  0.144  1.607  0.531
N  0.932  -0.168  -0.927
H  -0.181  1.763  1.477
H  -0.570  1.920  -0.113
H  1.319  0.340  -2.894
H  0.208  1.461  -2.100
H  1.925  1.472  -1.640
H  1.033  -0.219  2.383
H  1.900  -1.193  1.185
H  2.354  0.490  1.405
C  -2.208  -0.120  0.358
C  -0.905  -0.858  0.457
O  -0.531  -1.110  -1.508
N  -0.831  -1.945  1.092
H  -0.123  -1.986  -1.520
H  0.051  -2.444  1.039
H  -2.989  -0.854  0.167
H  -2.416  0.408  1.288
H  -2.222  0.587  -0.468

Total charge ... 0
M ... 131.179 g mol⁻¹
Calculated total energy ... -437.662535 a.u.
ΔE to the lowest compared entry with this formula, charge and spin ... 502.9 kJ/mol
LUMO level ... 0.00054 Ha

Just the Mulliken charges please, in e? Sure, here they are: number 1, C, carries -0.81; number 2, C, carries -1.76; number 3, C, carries 1.05; number 4, N, carries -0.72; number 5, N, carries -0.21; number 6, H, carries 0.28; number 7, H, carries 0.25; number 8, H, carries 0.29; number 9, H, carries 0.28; number 10, H, carries 0.39; number 11, H, carries 0.37; number 12, H, carries 0.41; number 13, H, carries 0.43; number 14, C, carries -1.43; number 15, C, carries 1.05; number 16, O, carries -0.60; number 17, N, carries -0.88; number 18, H, carries 0.35; number 19, H, carries 0.22; number 20, H, carries 0.40; number 21, H, carries 0.29; number 22, H, carries 0.36


# 2
Entry from the Open Molecules 2025 dataset: a cluster of 2 separate species, C5H13N3O in total (ωB97M-V with the def2-TZVPD basis set).

Cartesian coordinates (Å):
C  -0.372  -1.441  -1.065
N  0.188  -0.165  -0.648
C  0.599  -0.054  0.742
C  -0.543  0.034  1.774
C  -1.541  1.134  1.441
O  -1.274  -1.183  1.869
H  -1.293  -1.698  -0.535
H  0.365  -2.228  -0.889
H  -0.582  -1.395  -2.133
H  -0.354  0.712  -0.995
H  1.200  0.855  0.827
H  1.243  -0.909  0.979
H  -0.076  0.257  2.747
H  -2.105  0.874  0.548
H  -2.248  1.247  2.260
H  -1.025  2.079  1.283
H  -0.675  -1.887  2.138
N  0.905  1.732  -2.089
C  1.589  0.704  -1.907
N  2.620  0.039  -1.912
H  0.719  2.148  -2.985
H  2.658  -0.855  -1.451

Total charge ... 0
M ... 131.179 g mol⁻¹
Calculated total energy ... -437.748820 a.u.
ΔE to the lowest compared entry with this formula, charge and spin ... 276.4 kJ/mol
SMILES string ... CNC[C@@H](C)O.N=C=N
LUMO level ... 0.02491 Ha

Just the Mulliken charges please, in e? Sure, here they are: number 1, C, carries -1.05; number 2, N, carries -0.20; number 3, C, carries -1.05; number 4, C, carries 0.46; number 5, C, carries -1.50; number 6, O, carries -0.57; number 7, H, carries 0.30; number 8, H, carries 0.30; number 9, H, carries 0.40; number 10, H, carries 0.51; number 11, H, carries 0.40; number 12, H, carries 0.35; number 13, H, carries 0.33; number 14, H, carries 0.33; number 15, H, carries 0.37; number 16, H, carries 0.37; number 17, H, carries 0.35; number 18, N, carries -0.64; number 19, C, carries 0.73; number 20, N, carries -0.68; number 21, H, carries 0.22; number 22, H, carries 0.27